ORCA calculation (wB97M-V/def2-TZVPD) on C31H34N4O5 as an isolated structure at a distorted geometry.

Positions of all 74 atoms, in Å:
C -3.0839 3.1297 -1.1877
N -2.7507 1.7405 -0.9512
C -3.7100 0.7947 -0.7258
O -4.9205 1.0217 -0.6107
C -3.0111 -0.5622 -0.6202
C -3.4541 -1.5440 -1.7012
C -4.9261 -1.8761 -1.6325
C -5.7805 -1.5935 -2.7061
C -7.1617 -1.7673 -2.5710
C -7.6862 -2.3042 -1.3870
C -6.8257 -2.6581 -0.3375
C -5.4456 -2.4646 -0.4743
N -1.5941 -0.1674 -0.6729
C -0.6008 -1.0200 -0.3776
C 0.7320 -0.6490 -0.4249
C 1.7916 -1.3006 0.2719
C 3.1543 -1.2629 -0.3262
C 3.9872 -2.4165 -0.4597
C 5.2964 -2.3075 -0.9078
C 5.8027 -1.0396 -1.2580
N 7.2086 -0.8153 -1.2976
O 7.5840 0.3855 -1.3202
O 7.9952 -1.7849 -1.2846
C 4.9468 0.0748 -1.3039
C 3.6349 -0.0445 -0.8621
C -1.3738 1.2556 -0.9775
C -0.7875 1.4653 -2.3889
C -0.5577 2.0242 0.0753
H -4.1724 3.2544 -1.1554
H -2.6198 3.7654 -0.4213
H -2.7047 3.4462 -2.1704
H -3.2389 -0.9818 0.3780
H -3.2026 -1.1344 -2.6900
H -2.8751 -2.4661 -1.5565
H -5.3657 -1.1992 -3.6371
H -7.8362 -1.4734 -3.3826
H -8.7653 -2.4402 -1.2806
H -7.2338 -3.0707 0.5913
H -4.7733 -2.7531 0.3384
H -0.9010 -2.0506 -0.1711
H 0.9840 0.2068 -1.0633
H 1.5509 -2.2035 0.8581
H 3.5751 -3.4142 -0.2447
H 5.9812 -3.1521 -0.9079
H 5.3677 1.0432 -1.5776
H 2.9655 0.8179 -0.9821
H -1.5292 1.1498 -3.1348
H -0.5639 2.5294 -2.5338
H 0.1281 0.8940 -2.5438
H -1.0803 1.9791 1.0422
H 0.4457 1.6150 0.2191
H -0.4574 3.0775 -0.2333
C 6.2540 2.0302 1.5441
C 4.8000 2.2702 1.8334
O 4.1011 0.9830 1.7827
C 2.7682 1.1099 1.9142
C 1.9102 -0.1108 1.7630
C 0.7021 -0.0626 2.6229
C 0.2209 1.0644 3.3606
C -1.0677 1.0240 3.8832
N -1.8400 -0.0588 3.8304
C -1.3217 -1.1757 3.3300
C -0.0313 -1.2596 2.7987
O 2.2898 2.2195 2.1954
H 6.7867 2.9805 1.4999
H 6.7169 1.4283 2.3280
H 6.4143 1.5278 0.5894
H 4.6501 2.7422 2.8144
H 4.3362 2.9141 1.0797
H 2.5367 -1.0133 1.9654
H 0.7801 1.9877 3.4558
H -1.5017 1.9148 4.3379
H -1.9756 -2.0433 3.2974
H 0.3282 -2.2254 2.4522

Output
E_LUMO ... -1.24 eV
Relative energy (zero: lowest compared OMol25 entry of this formula, charge and spin) ... 6.338 eV

Results of the Löwdin charge analysis, in e, for atoms 1 through 2: number 1, C, carries -0.01; number 2, N, carries -0.04

***

ORCA calculation (wB97M-V/def2-TZVPD) on C31H35AgGeN6OS as an isolated structure at a distorted geometry.

Positions of all 76 atoms, in Å:
Ag -0.3272 -0.8162 0.2534
C 2.7403 -2.8368 2.9775
C 2.7103 -2.2583 4.2469
C 1.9486 -1.1490 4.4528
C 1.1641 -0.6006 3.4196
N 1.2177 -1.1545 2.2046
C 1.9876 -2.2355 1.9959
N 0.3317 0.4228 3.7839
C -0.5753 1.0258 3.0994
N -0.9504 1.0053 1.8007
C -1.9820 1.8823 1.6324
N -2.6718 2.2619 0.6229
C -2.6247 1.7488 -0.6653
C -3.6031 2.2386 -1.5619
C -3.7079 1.7057 -2.8159
C -2.7910 0.7283 -3.2167
C -1.8477 0.3368 -2.2877
N -1.7641 0.8111 -1.0553
C -2.3367 2.4996 2.9217
C -3.3491 3.3625 3.2868
C -3.4727 3.7195 4.6312
C -2.5468 3.2201 5.5629
C -1.5119 2.3743 5.1809
C -1.4432 1.9850 3.8442
H 3.3162 -3.7502 2.7536
H 3.2578 -2.7087 5.0668
H 1.8885 -0.6831 5.4109
H 1.9684 -2.6565 0.9853
H -4.2868 2.9880 -1.1854
H -4.4751 2.0284 -3.4908
H -2.8478 0.2506 -4.1767
H -1.1215 -0.4301 -2.5275
H -4.0050 3.7204 2.5195
H -4.2907 4.3595 4.9449
H -2.6422 3.5051 6.6108
H -0.8037 2.0252 5.9264
O -1.7422 -2.2100 1.8893
N -1.6658 -3.4770 1.6458
C -1.8068 -4.3834 2.6447
C -1.7075 -5.7424 2.4153
C -1.4939 -6.2320 1.1319
C -1.3934 -5.3059 0.1273
C -1.4521 -3.9315 0.3608
S -1.3219 -2.8153 -0.9376
H -1.9820 -3.9285 3.5988
H -1.7988 -6.3666 3.2926
H -1.4274 -7.2989 0.9272
H -1.2207 -5.6347 -0.8982
C 0.1877 4.0090 -2.3592
C 1.0683 2.7654 -2.3510
C 1.5422 2.4831 -0.9475
C 2.5050 1.2919 -0.9026
Ge 1.7381 -0.4696 -1.3271
C 1.2897 -0.9285 -3.2161
C 2.5173 -1.1132 -4.1502
C 3.2060 0.1745 -4.5134
C 4.1753 -0.0470 -5.6703
H -0.2130 4.2072 -3.3745
H 0.7138 4.9125 -2.0500
H -0.6561 3.8696 -1.6948
H 1.9560 2.8913 -3.0088
H 0.4804 1.9062 -2.7359
H 0.6998 2.3616 -0.2673
H 2.0808 3.3739 -0.5880
H 2.9353 1.1998 0.0988
H 3.3687 1.5079 -1.5550
H 2.6827 -1.6356 -0.8360
H 0.6007 -0.1745 -3.6328
H 0.7422 -1.8888 -3.1645
H 2.1711 -1.6046 -5.0743
H 3.2308 -1.8319 -3.6936
H 3.7224 0.5820 -3.6420
H 2.4503 0.9290 -4.8013
H 4.9589 -0.7446 -5.3629
H 4.6702 0.8705 -6.0231
H 3.6353 -0.4975 -6.5071

Output
Net charge ... -1
Spin multiplicity ... 2
⟨S²⟩ ... 0.754
E_LUMO (spin up / spin down) ... 2.49 / 2.23 eV
Relative energy (zero: lowest compared OMol25 entry of this formula, charge and spin) ... 0.114 eV

Results of the Löwdin charge analysis, in e, for atoms 1 through 2: number 1, Ag, carries 0.53; number 2, C, carries -0.09

***

ORCA calculation (wB97M-V/def2-TZVPD) on the molecule C31H35BrClIN2O5S at a distorted geometry.

Positions of all 77 atoms, in Å:
C 3.1609 0.0551 5.9563
C 2.5144 1.0940 6.4853
C 1.2556 1.6375 5.8294
C 1.3481 1.8042 4.3293
C 0.4540 1.0993 3.5300
C 0.4458 1.2254 2.1374
C 1.3636 2.0814 1.5644
C 2.2773 2.7788 2.3431
C 2.2785 2.6683 3.7313
C 3.2504 3.4748 4.5436
C 2.4844 4.5636 5.2857
O 1.5136 5.0827 4.8919
Br 3.1978 5.1094 7.0319
S 1.3352 2.3113 -0.1876
C 0.7089 0.7233 -0.7143
C 1.0771 0.2426 -1.9756
C 1.9660 1.1102 -2.8418
C 1.2075 2.2622 -3.4893
O 1.6725 2.8057 -4.4591
N -0.0002 2.6907 -2.9038
C -1.1593 1.8598 -3.2971
C -0.2474 4.1109 -3.1410
C 0.6112 -1.0054 -2.4129
C 1.0245 -1.5056 -3.7782
C 2.3278 -2.3473 -3.8763
C 2.1176 -3.8552 -3.7927
I 3.8703 -1.8419 -2.4659
C -0.2612 -1.7293 -1.5789
C -0.8174 -3.0337 -2.1216
C -1.9087 -2.7449 -3.1959
C -3.2729 -3.2945 -2.8432
Cl -3.3233 -5.0772 -2.9439
C -0.6144 -1.2351 -0.3162
C -1.5237 -2.0445 0.5949
C -2.9389 -1.5211 0.6039
O -3.2455 -0.3744 0.6590
O -3.8524 -2.5294 0.5786
C -5.1900 -2.0649 0.4639
C -5.9587 -2.0617 1.7387
O -5.5879 -1.7213 -0.5880
C -0.1321 0.0123 0.1360
N -0.5186 0.5031 1.3979
H 4.2201 -0.0893 6.1065
H 2.5872 -0.6110 5.3260
H 2.8710 1.5822 7.3829
H 1.0396 2.6201 6.2532
H 0.3936 1.0258 6.0972
H -0.2467 0.4392 4.0274
H 3.0142 3.4362 1.9027
H 3.9525 4.0022 3.9017
H 3.7525 2.8548 5.2779
H 2.7838 1.5216 -2.2558
H 2.3791 0.5604 -3.6725
H -1.4176 1.1683 -2.4947
H -0.9533 1.2772 -4.1953
H -2.0113 2.5122 -3.4437
H -0.7372 4.2752 -4.1028
H -0.9409 4.4698 -2.3811
H 0.6578 4.6996 -3.0698
H 1.1536 -0.6454 -4.4247
H 0.2502 -2.0991 -4.2525
H 2.7538 -2.1402 -4.8533
H 1.2532 -4.1863 -4.3670
H 1.9624 -4.1310 -2.7512
H 3.0054 -4.3918 -4.1121
H -1.3109 -3.6263 -1.3638
H -0.0443 -3.6499 -2.5545
H -2.0308 -1.6733 -3.3566
H -1.6230 -3.1516 -4.1649
H -3.9905 -2.9363 -3.5754
H -3.6306 -2.9424 -1.8834
H -1.5293 -3.0941 0.3481
H -1.1562 -1.9868 1.6207
H -5.3528 -2.3319 2.5948
H -6.7737 -2.7745 1.6410
H -6.3578 -1.0636 1.8849
H -0.8333 -0.2393 2.0009

Output
E_LUMO ... 0.24 eV
SMILES ... C=CCc1cc2c(cc1CC(=O)Br)Sc1c(CC(=O)N(C)C)c(C[C@H](C)I)c(CCCCl)c(CC(=O)OC(C)=O)c1N2

Results of the Löwdin charge analysis, in e, for atoms 1 through 2: number 1, C, carries 0.02; number 2, C, carries -0.18

***

ORCA calculation (wB97M-V/def2-TZVPD) on C31H35Cl2LaN5O9PS3 as an isolated structure at a distorted geometry.

Positions of all 87 atoms, in Å:
La -0.7310 -0.3376 -0.7586
N -3.3871 -0.9415 -0.2920
C -3.8224 -0.5757 1.0623
C -2.5823 -0.3850 1.9548
O -2.6324 -0.6840 3.1385
O -1.5833 0.1257 1.3243
H -4.1487 -0.8782 -0.9533
H -3.0806 -1.9123 -0.2814
H -4.4922 -1.3091 1.5173
H -4.3084 0.4011 1.0413
O 0.3460 1.7408 -1.0278
C 1.2523 2.4971 -1.5278
C 1.5921 3.7322 -0.9101
C 2.5702 4.5616 -1.4011
C 3.2822 4.2123 -2.5506
C 2.9564 3.0389 -3.1984
C 1.9467 2.1884 -2.7387
C 1.5278 1.0362 -3.5192
N 0.5066 0.2299 -3.2751
C 0.3908 -0.5949 -4.3667
C 1.3631 -0.3154 -5.2731
N 2.0871 0.7166 -4.7217
H 1.0346 3.9932 -0.0210
H 2.7873 5.4974 -0.8978
H 4.0645 4.8568 -2.9318
H 3.5088 2.7816 -4.0972
H -0.4089 -1.3111 -4.4459
H 1.6204 -0.7563 -6.2199
H 2.8760 1.1733 -5.1348
C 2.6306 -8.6212 0.1105
C 1.9742 -7.2641 0.1248
C 0.6055 -7.1276 -0.0691
C 0.0064 -5.8742 -0.0768
C 0.7852 -4.7497 0.1157
C 2.1524 -4.8678 0.3253
C 2.7438 -6.1178 0.3229
S 0.1161 -3.0763 0.1048
O -1.3346 -3.1877 0.1679
O 0.7257 -2.4765 1.2727
N 0.6870 -2.3697 -1.1776
C 0.3216 -3.1323 -2.3742
C -1.1636 -2.9566 -2.7787
O -1.6775 -3.8275 -3.4849
O -1.7192 -1.8890 -2.3585
H 1.8915 -9.4154 0.2106
H 3.3489 -8.7081 0.9270
H 3.1703 -8.7651 -0.8284
H 0.0002 -8.0167 -0.2066
H -1.0587 -5.7501 -0.2286
H 2.7161 -3.9594 0.4985
H 3.8107 -6.2151 0.4918
H 0.5091 -4.2015 -2.2337
H 0.9550 -2.8028 -3.1980
O -5.3861 4.2954 3.6511
S -4.2100 3.4474 3.6707
O -4.1388 2.5256 4.7717
N -3.9851 2.7674 2.2066
C -2.9602 3.3037 1.5735
S -2.5252 2.9828 -0.0142
C -2.2090 4.3249 2.3675
C -1.1024 5.0645 1.9839
C -0.5642 5.9700 2.8879
C -1.1324 6.1470 4.1461
C -2.2509 5.4142 4.5257
C -2.7638 4.5093 3.6219
H -0.6919 4.9250 0.9934
H 0.3100 6.5466 2.6093
H -0.6995 6.8653 4.8322
H -2.7082 5.5477 5.4982
C 1.1683 1.9231 2.0857
P 1.0553 0.1307 1.6597
C 0.5960 -0.4604 3.3382
C 2.8749 -0.2508 1.7389
H 1.6037 2.0723 3.0769
H 0.1615 2.3435 2.0655
H 1.7755 2.4350 1.3398
H 1.3230 -0.0844 4.0633
H 0.5791 -1.5462 3.3524
H -0.4030 -0.1046 3.5813
H 3.3372 0.1716 2.6350
H 3.3773 0.1408 0.8517
H 2.9861 -1.3354 1.7523
Cl -2.4961 0.9261 -2.8083
C -2.0620 2.6205 -3.1094
Cl -1.2047 2.8216 -4.6409
H -1.4159 2.9434 -2.3019
H -2.9707 3.2067 -3.1574

Output
Net charge ... -2
E_LUMO ... 3.77 eV
Relative energy (zero: lowest compared OMol25 entry of this formula, charge and spin) ... 0.722 eV

Results of the Löwdin charge analysis, in e, for atoms 1 through 2: number 1, La, carries 1.85; number 2, N, carries -0.06

***

ORCA calculation (wB97M-V/def2-TZVPD) on C31H35Cl2LaN5O9PS3 as an isolated structure at a distorted geometry.

Positions of all 87 atoms, in Å:
La 0.2451 -0.5548 0.7173
N -1.3033 -1.2922 -2.0180
C -0.2753 -1.6893 -2.9734
C 1.1007 -1.8102 -2.2947
O 1.9014 -2.6050 -2.8073
O 1.2999 -1.0919 -1.2656
H -2.2087 -1.2476 -2.4705
H -1.1244 -0.3389 -1.7227
H -0.1533 -0.9841 -3.8079
H -0.5100 -2.6685 -3.3922
O 1.8689 -1.3329 2.0259
C 3.0081 -1.0316 2.5414
C 3.7026 -1.9849 3.3313
C 4.9412 -1.7346 3.8722
C 5.5687 -0.5070 3.6598
C 4.9099 0.4508 2.9145
C 3.6467 0.2305 2.3613
C 2.9913 1.2888 1.6010
N 2.0123 1.1724 0.7176
C 1.7655 2.4312 0.2165
C 2.6024 3.3232 0.7997
N 3.3745 2.5907 1.6730
H 3.2098 -2.9380 3.4831
H 5.4347 -2.4968 4.4660
H 6.5549 -0.3113 4.0626
H 5.4079 1.3984 2.7339
H 1.0168 2.6025 -0.5417
H 2.7198 4.3851 0.6759
H 4.0512 2.9553 2.3145
C -4.3268 1.8900 7.8623
C -3.3966 1.5456 6.7277
C -3.8862 1.1534 5.4881
C -3.0285 0.8438 4.4397
C -1.6586 0.9335 4.6305
C -1.1522 1.3242 5.8621
C -2.0166 1.6254 6.9013
S -0.4760 0.5605 3.3170
O 0.8041 0.4775 3.9850
O -0.9381 -0.7517 2.7833
N -0.4051 1.6791 2.2438
C -1.6524 2.1832 1.6720
C -2.4866 1.0555 1.0693
O -3.6809 0.9591 1.3756
O -1.8419 0.2601 0.3053
H -5.3621 1.6776 7.5960
H -4.2530 2.9514 8.1112
H -4.0766 1.3229 8.7609
H -4.9569 1.0892 5.3269
H -3.4279 0.5534 3.4761
H -0.0772 1.3734 5.9805
H -1.6165 1.9279 7.8637
H -1.3915 2.8694 0.8623
H -2.2462 2.7214 2.4177
O -0.3951 6.7786 -4.1362
S 0.1757 5.4912 -4.4633
O 1.4646 5.5318 -5.1156
N 0.1646 4.4831 -3.1872
C -0.6291 3.4460 -3.3838
S -0.9377 2.2217 -2.2822
C -1.3059 3.4384 -4.7198
C -2.1739 2.4887 -5.2352
C -2.6974 2.6916 -6.5047
C -2.3655 3.8219 -7.2467
C -1.4910 4.7709 -6.7306
C -0.9752 4.5521 -5.4715
H -2.4250 1.6198 -4.6415
H -3.3764 1.9595 -6.9258
H -2.7914 3.9617 -8.2330
H -1.2206 5.6554 -7.2942
C -2.0618 -3.6277 2.2036
P -2.0043 -2.6841 0.6018
C -3.7579 -2.1364 0.5642
C -2.2098 -4.1438 -0.5272
H -2.9552 -4.2542 2.2725
H -2.0501 -2.8986 3.0133
H -1.1752 -4.2556 2.2985
H -4.4098 -2.8917 1.0102
H -4.0474 -1.9752 -0.4763
H -3.8623 -1.1852 1.0809
H -3.1224 -4.6856 -0.2694
H -1.3564 -4.8179 -0.4427
H -2.2738 -3.7829 -1.5541
Cl 1.0023 -3.5722 0.5921
C 1.7388 -4.6811 -0.5948
Cl 3.0397 -5.6307 0.1362
H 2.1390 -4.0780 -1.4041
H 0.9763 -5.3743 -0.9317

Output
Net charge ... -2
E_LUMO ... 3.88 eV
Relative energy (zero: lowest compared OMol25 entry of this formula, charge and spin) ... 1.440 eV

Results of the Löwdin charge analysis, in e, for atoms 1 through 2: number 1, La, carries 1.88; number 2, N, carries -0.03

***

ORCA calculation (wB97M-V/def2-TZVPD) on C31H35ClLaN2Si2 as an isolated structure at a distorted geometry.

Positions of all 72 atoms, in Å:
C -1.6719 -0.3044 1.7542
C -2.4409 0.1194 0.6179
C -2.2446 -0.8366 -0.4377
H -3.1070 0.9866 0.5834
C -1.3490 -1.8565 0.0507
C -1.0059 -1.5316 1.4051
H -0.4336 -2.1644 2.0893
H -1.6877 0.1506 2.7455
H -2.7401 -0.8502 -1.4080
H -1.0803 -2.7657 -0.4869
La 0.0099 0.2842 -0.1411
Si 0.8010 0.0950 -3.2931
C -0.2140 1.5823 -3.7151
C 0.3892 2.3941 -4.7004
H 1.3767 2.1176 -5.0761
C -0.2533 3.5291 -5.1848
H 0.2158 4.1295 -5.9662
C -1.5122 3.8923 -4.6799
H -2.0238 4.7661 -5.0912
C -2.0946 3.1378 -3.6540
H -3.0620 3.4488 -3.2441
C -1.4514 1.9987 -3.1500
H -1.9200 1.4300 -2.3306
C -0.1048 -1.4581 -3.6783
C -1.2937 -1.4498 -4.4432
H -1.7371 -0.4955 -4.7344
C -1.8799 -2.6527 -4.8536
H -2.7749 -2.6355 -5.4854
C -1.3124 -3.8802 -4.4858
H -1.7440 -4.8159 -4.8456
C -0.1736 -3.9015 -3.6636
H 0.2619 -4.8608 -3.3734
C 0.4108 -2.7091 -3.2416
H 1.3029 -2.7190 -2.6078
H 2.2791 0.1227 -3.5774
Si 2.7957 0.5342 -8.1793
C 2.0490 -1.1053 -8.6397
C 1.0945 -1.2461 -9.6689
H 0.7897 -0.3775 -10.2595
C 0.5159 -2.4964 -9.9195
H -0.2575 -2.5880 -10.6849
C 0.9132 -3.6204 -9.1885
H 0.4521 -4.5915 -9.3762
C 1.9128 -3.4953 -8.2175
H 2.2438 -4.3686 -7.6538
C 2.4959 -2.2527 -7.9601
H 3.2941 -2.1648 -7.2183
C 1.6590 1.8864 -8.7616
C 0.3639 1.9084 -8.2340
H 0.0393 1.1229 -7.5436
C -0.5111 2.9432 -8.5727
H -1.4988 2.9690 -8.1154
C -0.1176 3.9392 -9.4730
H -0.8046 4.7459 -9.7212
C 1.1592 3.8888 -10.0439
H 1.4622 4.6615 -10.7557
C 2.0470 2.8648 -9.7061
H 3.0406 2.8077 -10.1606
H 4.0952 0.6838 -8.8724
Cl 3.3248 0.6375 -6.2031
N 2.5066 -0.4044 0.2033
C 3.2185 0.1181 1.4552
C 2.7820 1.5361 1.7146
N 1.2612 1.5894 1.7498
H 2.6904 -1.4066 0.1051
H 2.9353 -0.0064 -0.6473
H 2.9106 -0.5442 2.2775
H 4.3133 0.0378 1.3633
H 3.2257 1.9257 2.6424
H 3.0978 2.2032 0.8973
H 0.9165 1.1519 2.6146
H 0.9513 2.5587 1.8576

Output
Net charge ... +1
E_LUMO ... -3.29 eV
Relative energy (zero: lowest compared OMol25 entry of this formula, charge and spin) ... 0.011 eV

Results of the Löwdin charge analysis, in e, for atoms 1 through 2: number 1, C, carries -0.25; number 2, C, carries -0.24